[1]
A structure of composition C20H50ClNO11S2, computed with ωB97M-V/def2-TZVPD.

Geometry as ORCA input:
```
! RIJCOSX wB97M-V def2-TZVPD def2/J DEFGRID3
* xyz 0 1
C 4.590 -3.359 1.769
C 3.209 -2.844 2.202
Cl 3.397 -1.382 3.218
C 2.241 -2.631 1.024
C 0.888 -3.168 1.499
O 0.917 -4.569 1.282
S -0.566 -5.054 1.756
O -0.792 -6.299 1.134
O -0.502 -5.083 3.168
O -1.326 -3.847 1.108
C -0.432 -2.692 0.854
N -1.036 -1.627 1.648
C -0.545 -0.519 1.464
S 0.090 0.869 1.159
H 4.594 -3.767 0.768
H 5.312 -2.566 1.891
H 4.870 -4.152 2.451
H 2.755 -3.618 2.802
H 2.156 -1.596 0.733
H 2.560 -3.225 0.179
H 0.806 -2.824 2.530
H -0.477 -2.505 -0.199
C 1.183 3.965 -2.529
C 0.797 4.542 -1.180
O 1.506 3.888 -0.124
H 0.970 2.895 -2.558
H 0.637 4.456 -3.334
H 2.254 4.086 -2.708
H -0.264 4.402 -0.997
H 1.012 5.612 -1.146
H 2.450 4.017 -0.276
C -4.209 -7.043 0.091
C -4.888 -6.342 1.253
O -4.549 -6.952 2.497
H -4.492 -8.097 0.061
H -4.481 -6.580 -0.858
H -3.124 -7.006 0.203
H -5.972 -6.396 1.156
H -4.597 -5.286 1.285
H -3.593 -6.899 2.598
C -3.394 6.605 -3.550
C -2.374 5.592 -3.064
O -1.271 6.232 -2.424
H -2.932 7.305 -4.246
H -4.230 6.113 -4.049
H -3.785 7.191 -2.714
H -1.972 5.024 -3.901
H -2.836 4.891 -2.360
H -1.616 6.728 -1.675
C 4.129 7.668 0.812
C 3.841 6.554 -0.176
O 4.128 5.275 0.397
H 5.173 7.637 1.125
H 3.922 8.644 0.372
H 3.518 7.555 1.710
H 4.466 6.656 -1.061
H 2.793 6.579 -0.487
H 3.572 5.173 1.177
C -7.821 -4.491 -0.908
C -7.672 -5.192 -2.247
O -6.748 -6.274 -2.163
H -6.857 -4.115 -0.566
H -8.520 -3.655 -0.978
H -8.186 -5.185 -0.148
H -7.290 -4.503 -2.998
H -8.639 -5.574 -2.590
H -7.083 -6.894 -1.509
C 0.721 -1.064 -4.432
C 0.008 -1.546 -3.184
O 0.550 -0.932 -2.007
H 1.786 -1.285 -4.369
H 0.314 -1.541 -5.324
H 0.620 0.018 -4.539
H 0.127 -2.623 -3.068
H -1.062 -1.322 -3.241
H 0.440 0.021 -2.093
C 5.244 2.288 4.852
C 5.737 3.717 5.018
O 6.876 3.982 4.210
H 6.038 1.589 5.112
H 4.381 2.098 5.492
H 4.960 2.082 3.817
H 6.033 3.895 6.051
H 4.946 4.431 4.759
H 6.620 3.846 3.293
*
```

HOMO-LUMO gap (eV): 9.83
Strongest force on any atom (eV/A): 3.0
Energy (Eh): -2930.87493

=====

[2]
A structure of composition C20H50MgN2O4Si2, computed with ωB97M-V/def2-TZVPD.

Geometry as ORCA input:
```
! RIJCOSX wB97M-V def2-TZVPD def2/J DEFGRID3
* xyz 0 1
O 1.480 -0.530 -0.453
O 1.085 -3.057 0.629
C 1.674 -0.700 -1.870
C 2.492 0.372 -2.549
H 0.666 -0.764 -2.310
H 2.138 -1.689 -1.970
H 2.066 1.373 -2.408
H 2.495 0.170 -3.626
H 3.531 0.363 -2.201
C 2.550 0.104 0.298
C 3.726 -0.823 0.411
H 2.121 0.344 1.283
H 2.813 1.057 -0.180
H 3.415 -1.802 0.790
H 4.452 -0.403 1.108
H 4.231 -0.947 -0.550
C 0.939 -3.489 2.001
C 1.563 -4.073 -0.270
C 2.084 -3.031 2.867
H 0.860 -4.586 2.030
H -0.013 -3.072 2.347
H 3.025 -3.495 2.558
H 1.891 -3.328 3.901
H 2.189 -1.940 2.838
C 2.875 -4.691 0.152
H 1.668 -3.589 -1.247
H 0.791 -4.852 -0.361
H 3.649 -3.936 0.314
H 3.224 -5.354 -0.645
H 2.763 -5.298 1.056
H 0.115 -1.617 0.166
Mg -0.751 0.754 0.275
C -1.058 -1.383 0.260
Si -2.159 -2.829 -0.285
H -1.331 -1.082 1.287
H -1.455 -0.692 -0.555
C -1.518 -3.387 -1.958
C -3.893 -2.124 -0.503
C -2.238 -4.265 0.913
C -1.369 1.464 -1.637
Si -2.568 2.880 -1.569
H -1.787 0.633 -2.228
H -0.438 1.763 -2.151
C -4.340 2.254 -1.550
C -2.346 4.005 -3.061
C -2.275 3.922 -0.037
H -3.005 -4.980 0.574
H -2.524 -3.918 1.916
H -1.286 -4.806 0.992
H -1.636 -2.587 -2.701
H -2.091 -4.260 -2.303
H -0.458 -3.669 -1.923
H -3.867 -1.099 -0.904
H -4.420 -2.102 0.462
H -4.473 -2.750 -1.196
H -1.991 3.429 -3.926
H -1.615 4.801 -2.857
H -3.297 4.480 -3.334
H -1.198 4.132 0.085
H -2.626 3.416 0.873
H -2.811 4.878 -0.135
H -5.015 3.030 -1.939
H -4.661 2.005 -0.529
H -4.451 1.360 -2.179
C 1.691 5.347 1.701
C 1.142 4.028 1.300
N 1.110 3.616 0.029
O 1.520 4.694 -0.790
C 0.459 3.160 2.226
C 0.177 3.523 3.643
N 0.036 2.031 1.669
O -1.027 1.399 2.170
H 2.342 5.736 0.916
H 2.249 5.253 2.640
H 0.874 6.064 1.871
H 1.499 4.330 -1.692
H -0.875 3.317 3.883
H 0.806 2.928 4.322
H 0.388 4.583 3.824
*
```

HOMO-LUMO gap (alpha / beta) (eV): 7.98 / 7.98
Strongest force on any atom (eV/A): 3.4
Energy (Eh): -1981.49512
Energy above the lowest of the compared OMol25 structures with the same formula, charge and spin (kcal/mol): 24.4

=====

[3]
A cluster of 7 separate species, C20H52BO8S in total, computed with ωB97M-V/def2-TZVPD.

Geometry as ORCA input:
```
! RIJCOSX wB97M-V def2-TZVPD def2/J DEFGRID3
* xyz -1 1
C 2.652 0.485 0.840
C 2.535 1.754 0.423
C 1.809 2.839 1.171
B 1.512 4.254 0.396
C 0.628 4.087 -0.987
C -0.757 4.738 -0.879
C -1.680 4.009 0.097
S -2.616 2.688 -0.739
O 0.773 5.160 1.368
C 1.613 6.168 1.842
C 2.942 6.053 1.054
O 2.787 5.014 0.143
H 1.796 0.000 1.300
H 3.565 -0.101 0.755
H 2.996 2.035 -0.527
H 0.851 2.448 1.556
H 2.439 3.029 2.050
H 1.172 4.585 -1.799
H 0.508 3.039 -1.298
H -0.653 5.772 -0.549
H -1.249 4.762 -1.862
H -2.409 4.694 0.532
H -1.101 3.594 0.918
H -3.533 2.453 0.205
H 1.803 6.066 2.922
H 1.131 7.141 1.655
H 3.767 5.833 1.751
H 3.167 7.005 0.549
C -6.902 1.608 2.821
C -6.056 1.251 1.613
O -4.664 1.360 1.872
H -6.676 2.621 3.154
H -7.966 1.544 2.587
H -6.696 0.928 3.652
H -6.253 1.938 0.790
H -6.297 0.238 1.269
H -4.433 0.752 2.583
C -2.279 -1.239 -1.869
C -2.202 -1.590 -3.339
O -3.459 -1.433 -3.998
H -3.028 -1.859 -1.372
H -1.317 -1.380 -1.374
H -2.569 -0.195 -1.741
H -1.924 -2.635 -3.485
H -1.449 -0.970 -3.832
H -3.722 -0.511 -3.897
C 1.779 -3.806 3.875
C 1.359 -2.563 3.114
O 1.981 -2.477 1.836
H 2.862 -3.826 4.000
H 1.310 -3.836 4.860
H 1.487 -4.709 3.332
H 1.661 -1.661 3.644
H 0.270 -2.537 3.000
H 1.699 -3.253 1.337
C 5.643 -2.936 0.355
C 4.846 -2.678 -0.910
O 3.484 -3.094 -0.773
H 5.611 -3.995 0.615
H 6.684 -2.636 0.226
H 5.222 -2.370 1.188
H 5.249 -3.250 -1.747
H 4.901 -1.616 -1.165
H 3.111 -2.582 -0.043
C -3.766 -4.773 -0.831
C -2.882 -4.685 0.397
O -3.603 -4.911 1.607
H -4.579 -4.049 -0.766
H -3.195 -4.571 -1.738
H -4.214 -5.766 -0.920
H -2.453 -3.688 0.491
H -2.055 -5.401 0.320
H -3.986 -5.793 1.563
C 1.894 -1.884 -4.310
C 3.062 -0.958 -4.028
O 3.102 -0.542 -2.674
H 0.959 -1.390 -4.053
H 1.862 -2.172 -5.363
H 1.973 -2.792 -3.707
H 2.982 -0.044 -4.617
H 4.004 -1.452 -4.304
H 3.177 -1.337 -2.132
*
```

HOMO-LUMO gap (eV): 6.10
Strongest force on any atom (eV/A): 1.3
Energy (Eh): -1818.16437